(1)
ORCA calculation (the ωB97M-V functional and the def2-TZVPD basis) on 2 unconnected molecules or ions with the total composition F3H2PSi.

The geometry in ORCA input format:
```
! wB97M-V def2-TZVPD RIJCOSX def2/J DEFGRID3
* xyz 0 1
F 1.19114 -3.15889 -1.74449
F 1.10040 -1.38022 -3.40234
F -0.92706 -2.48194 -2.62864
Si 0.38329 -1.85353 -2.09065
P 0.12355 -0.69170 0.60276
H 0.77575 -1.74300 1.38090
H 1.41325 -0.04782 0.36930
*
```

## Properties
Frontier orbital gap (eV): 8.62
Highest occupied orbital energy (eV): -10.024

And the natural (NBO) charges, in e, turn out to be:
1 F -0.67
2 F -0.66
3 F -0.66
4 Si 2.09
5 P -0.09
6 H 0.00
7 H 0.00

***

(2)
ORCA calculation (the ωB97M-V functional and the def2-TZVPD basis) on a molecular structure, C61H39F10N8OTi.

The geometry in ORCA input format:
```
! wB97M-V def2-TZVPD RIJCOSX def2/J DEFGRID3
* xyz -1 1
Ti 0.25320 -0.49545 0.18466
C -5.39846 2.22829 5.21777
C -5.33533 3.00781 4.06944
C -4.39013 2.73267 3.09241
C -3.48197 1.67898 3.24091
C -3.55932 0.90817 4.39844
C -4.50657 1.17800 5.37707
C -2.47227 1.42406 2.17086
C -1.12673 1.36909 2.52013
C -0.67181 1.90927 3.78091
C 0.67131 1.81900 3.80021
C 1.06780 1.21284 2.55652
C 2.40758 1.01350 2.20142
C 3.46780 1.26547 3.22870
C 3.83861 2.57129 3.55129
C 4.83349 2.81802 4.48595
C 5.48304 1.75879 5.10859
C 5.13024 0.45647 4.78770
C 4.12979 0.21309 3.85342
C 2.82597 0.80836 0.88462
N 1.98139 0.76771 -0.17185
C 2.75253 0.94891 -1.28487
C 2.33699 1.26362 -2.56299
C 3.40517 1.45907 -3.59763
C 3.87203 0.37594 -4.33493
C 4.88982 0.54511 -5.26567
C 5.44717 1.79911 -5.47192
C 4.97776 2.88802 -4.74703
C 3.96284 2.71705 -3.81561
C 1.03136 1.55334 -2.98845
C 0.69540 2.33222 -4.13662
C -0.64472 2.56923 -4.10991
C -1.18899 1.92043 -2.96700
N -0.13808 1.30235 -2.32486
C -2.53611 1.87178 -2.59229
C -2.98291 1.59296 -1.29967
C -4.34137 1.20475 -0.92480
C -4.33008 1.07311 0.41716
C -2.96283 1.38397 0.83908
N -2.20036 1.70469 -0.19964
C -3.54069 2.15346 -3.65022
C -3.50364 1.47463 -4.86809
C -4.45767 1.71646 -5.84532
C -5.46438 2.64710 -5.62374
C -5.50749 3.33582 -4.41798
C -4.55475 3.08845 -3.43978
C 4.15535 0.96244 -0.90511
C 4.20121 0.87323 0.43687
N -0.03090 0.89397 1.80204
H -6.13558 2.43960 5.98234
H -6.02172 3.83499 3.93392
H -4.33169 3.34620 2.20144
H -2.87183 0.08587 4.53844
H -4.55113 0.56001 6.26535
H -1.30724 2.36034 4.52534
H 1.34434 2.16145 4.56950
H 3.33383 3.39291 3.05638
H 5.11101 3.83859 4.72056
H 6.26039 1.94859 5.83804
H 5.63329 -0.37519 5.26606
H 3.86266 -0.80589 3.59885
H 3.43885 -0.60311 -4.16721
H 5.24993 -0.30848 -5.82685
H 6.24438 1.92943 -6.19336
H 5.40596 3.87094 -4.90240
H 3.59711 3.56040 -3.24039
H 1.40551 2.68800 -4.86478
H -1.21291 3.17948 -4.79387
H -5.15231 0.98718 -1.60383
H -5.12908 0.72869 1.05779
H -2.72947 0.73547 -5.03571
H -4.42088 1.17071 -6.78007
H -6.21377 2.83126 -6.38347
H -6.28487 4.06834 -4.23790
H -4.57798 3.63436 -2.50458
H 4.98630 1.06759 -1.58446
H 5.07082 0.88758 1.07563
C 0.62605 -1.30031 4.42737
N 0.09985 -1.71779 3.14148
C 0.81660 -2.89569 2.65701
C 1.99804 -2.47077 1.79680
N 1.65192 -2.09617 0.42126
C 1.89201 -3.08816 -0.51790
C 1.70800 -4.47473 -0.33211
F 1.25649 -4.96944 0.83735
C 1.92163 -5.43472 -1.30893
F 1.66851 -6.72354 -1.03206
C 2.35107 -5.08318 -2.56628
F 2.54429 -6.00321 -3.52292
C 2.60264 -3.74777 -2.79255
F 3.11298 -3.36187 -3.97598
C 2.41149 -2.80867 -1.79954
F 2.87097 -1.58694 -2.09108
C -1.34177 -1.88181 3.21495
C -2.11483 -1.92387 1.86843
N -1.34551 -1.83767 0.61507
C -1.69412 -2.83130 -0.30290
C -1.71388 -4.21382 -0.03656
F -1.43123 -4.68916 1.19329
C -2.00181 -5.18352 -0.97949
F -1.95512 -6.48017 -0.63583
C -2.30266 -4.83084 -2.27551
F -2.56299 -5.76411 -3.20215
C -2.35392 -3.48825 -2.58209
F -2.72178 -3.10579 -3.81425
C -2.09221 -2.53127 -1.61850
F -2.32017 -1.26542 -1.98656
H 0.13898 -0.38340 4.76125
H 0.48393 -2.08032 5.19613
H 1.69757 -1.09866 4.34791
H 1.16328 -3.51515 3.50111
H 0.14252 -3.49797 2.07365
H 2.44193 -1.59160 2.27507
H 2.77480 -3.24095 1.79207
H -1.60613 -2.77575 3.80775
H -1.70585 -1.02048 3.77116
H -2.71643 -2.82697 1.86768
H -2.83837 -1.09893 1.88885
O 0.35519 -0.87917 -1.61886
N -0.40616 0.28748 -1.43448
*
```

## Properties
Frontier orbital gap (alpha / beta) (eV): 5.39 / 5.39
Highest occupied orbital energy (alpha / beta) (eV): -4.250 / -4.248

Atom charges from the Mulliken analysis, given in e for atoms 1 to 8:
1 Ti -0.61
2 C -0.50
3 C -0.94
4 C -0.39
5 C 0.24
6 C 0.41
7 C -1.21
8 C 1.65

***

(3)
ORCA calculation (the ωB97M-V functional and the def2-TZVPD basis) on 2 unconnected molecules or ions with the total composition C6H15NO.

The geometry in ORCA input format:
```
! wB97M-V def2-TZVPD RIJCOSX def2/J DEFGRID3
* xyz -1 2
C -0.12348 -1.95980 -0.07988
N -0.86551 -0.72502 0.25867
C -1.12545 0.13413 -0.96154
C -0.22496 1.33987 -0.87762
C -0.09612 1.56855 0.62190
C -0.08708 0.13776 1.16871
C -0.57456 0.05444 2.64998
H 0.89077 -1.96552 0.32630
H -0.64966 -2.81687 0.34725
H -0.07748 -2.17394 -1.14391
H -2.17904 0.39801 -0.83381
H -1.10206 -0.45658 -1.87801
H 0.72801 1.07769 -1.34682
H -0.62323 2.20853 -1.40934
H -0.98611 2.10857 0.92838
H 0.82299 2.01599 0.98505
H 0.95534 -0.19091 1.20948
H 0.02809 -0.60587 3.26607
H -0.60603 1.07110 3.03564
H -1.63312 -0.22438 2.60675
H 2.79757 -1.08476 -3.01006
H 2.47828 0.39877 -2.61466
O 2.25284 -0.30976 -3.24855
*
```

## Properties
<S²>: 0.750
Frontier orbital gap (alpha / beta) (eV): 2.60 / 8.87
Highest occupied orbital energy (alpha / beta) (eV): 1.034 / -5.306

Atom charges from the natural (NBO) analysis, given in e for atoms 1 to 8:
1 C -0.47
2 N -0.46
3 C -0.22
4 C -0.52
5 C -0.45
6 C -0.07
7 C -0.62
8 H 0.17

***

(4)
ORCA calculation (the ωB97M-V functional and the def2-TZVPD basis) on 10 unconnected molecules or ions with the total composition C20H40Br20.

The geometry in ORCA input format:
```
! wB97M-V def2-TZVPD RIJCOSX def2/J DEFGRID3
* xyz 0 1
Br -17.85691 24.76385 -0.50713
C -18.47592 26.40778 -1.35782
C -19.95790 26.43058 -1.44096
Br -20.45112 28.04836 -2.40800
H -17.95085 26.52228 -2.29916
H -18.15863 27.21022 -0.69616
H -20.43422 26.41811 -0.46945
H -20.33832 25.63379 -2.06976
Br -14.03672 20.40084 -5.36253
C -14.19493 21.54773 -6.94909
C -13.22021 21.05814 -7.96219
Br -13.35029 22.27804 -9.49315
H -14.02809 22.58300 -6.66791
H -15.23720 21.41696 -7.21454
H -13.47494 20.08717 -8.36358
H -12.20402 21.09665 -7.58954
Br -23.75717 22.64080 -7.03568
C -22.39648 22.68220 -5.62729
C -21.71553 24.02376 -5.68710
Br -20.36144 24.11305 -4.27862
H -21.76794 21.82548 -5.84674
H -22.92303 22.52112 -4.69351
H -22.43941 24.79617 -5.44621
H -21.22256 24.26326 -6.61986
Br -9.48754 24.94521 -5.10820
C -11.36728 24.73685 -4.69967
C -11.70367 25.52780 -3.45161
Br -13.49810 25.02563 -2.85916
H -11.57787 23.68164 -4.55231
H -11.94262 25.03488 -5.57344
H -11.69383 26.59690 -3.63310
H -11.05432 25.22221 -2.64135
Br -12.95823 22.77714 2.60446
C -13.57170 23.03284 0.77415
C -14.54013 21.92094 0.45373
Br -14.82567 21.80021 -1.47519
H -12.69972 22.99047 0.13147
H -14.03064 24.01302 0.71893
H -15.49027 22.02555 0.96781
H -14.13757 20.93876 0.67029
Br -22.48914 17.30168 -3.91240
C -21.27929 18.79817 -3.66950
C -20.21324 18.81851 -4.72062
Br -20.90330 19.12359 -6.48696
H -20.85003 18.72599 -2.67463
H -21.89366 19.69399 -3.70115
H -19.68852 17.86412 -4.72603
H -19.44155 19.55881 -4.51934
Br -14.17490 26.35671 -8.46866
C -15.56542 26.94692 -9.68325
C -16.87397 27.07102 -8.96574
Br -18.17741 27.84952 -10.19303
H -15.64472 26.26261 -10.52012
H -15.26844 27.92445 -10.05123
H -16.83193 27.71062 -8.09399
H -17.29135 26.10186 -8.71874
Br -17.71705 21.64721 -4.00564
C -16.92250 23.41883 -4.05449
C -16.82803 23.83811 -5.49219
Br -16.20630 25.65829 -5.65746
H -16.01766 23.37058 -3.46050
H -17.61790 24.04647 -3.50133
H -17.82113 23.80151 -5.92687
H -16.13304 23.21477 -6.04249
Br -18.14932 20.58536 0.46397
C -19.67222 20.61699 -0.74889
C -20.41181 21.90921 -0.50066
Br -22.06284 22.00690 -1.53540
H -20.22020 19.69649 -0.59816
H -19.26251 20.64290 -1.75814
H -19.82072 22.79242 -0.71996
H -20.73724 21.96335 0.53564
Br -14.41919 28.85865 -2.13872
C -15.09456 29.22062 -3.93451
C -14.20439 28.57175 -4.97455
Br -12.46094 29.40403 -5.10458
H -15.15534 30.29958 -4.02410
H -16.09280 28.79032 -3.95974
H -14.66782 28.63791 -5.95682
H -14.02656 27.53382 -4.71195
*
```

## Properties
Frontier orbital gap (eV): 10.05
Highest occupied orbital energy (eV): -10.014
SMILES string: BrCCBr.BrCCBr.BrCCBr.BrCCBr.BrCCBr.BrCCBr.BrCCBr.BrCCBr.BrCCBr.BrCCBr

Atom charges from the Mulliken analysis, given in e for atoms 1 to 8:
1 Br -0.15
2 C -0.56
3 C -0.21
4 Br -0.18
5 H 0.29
6 H 0.42
7 H 0.43
8 H -0.10

***

(5)
ORCA calculation (the ωB97M-V functional and the def2-TZVPD basis) on a single C3H6N2O2 molecule.

The geometry in ORCA input format:
```
! wB97M-V def2-TZVPD RIJCOSX def2/J DEFGRID3
* xyz 0 1
C -0.32745 1.71163 -0.24638
C 0.42083 0.45467 -0.10790
C -1.53328 -0.93507 0.18104
H 0.16270 2.61966 -0.57427
H -1.08994 1.39981 -0.91340
H -0.74951 1.86515 0.79815
H -2.36221 -1.29126 0.87548
H 1.29976 -1.61897 0.60458
H 2.80629 -1.43046 0.01561
N 1.54984 0.02662 -0.40746
N 1.84439 -1.28644 -0.12474
O -0.51093 -0.32442 0.91159
O -1.51049 -1.19093 -1.01228
*
```

## Properties
Frontier orbital gap (eV): 10.30
Highest occupied orbital energy (eV): -9.354
SMILES string: C/C(=N/N)OC=O

Atom charges from the natural (NBO) analysis, given in e for atoms 1 to 8:
1 C -0.68
2 C 0.50
3 C 0.63
4 H 0.24
5 H 0.24
6 H 0.24
7 H 0.13
8 H 0.35

***

(6)
ORCA calculation (the ωB97M-V functional and the def2-TZVPD basis) on a molecular structure, C6H17AgCl2NO3.

The geometry in ORCA input format:
```
! wB97M-V def2-TZVPD RIJCOSX def2/J DEFGRID3
* xyz -1 3
Ag 0.70630 -1.05798 -0.65765
Cl 1.91210 -0.03193 -2.84055
Cl 0.71775 -3.77075 -1.13516
C -3.14954 0.86898 -1.88457
C -1.71818 0.49226 -1.71605
C -1.04326 1.48666 -0.65620
O 0.26243 1.03319 -0.20720
C 0.99664 2.04044 0.45334
N -1.57658 -0.80860 -1.18612
H -3.48977 0.42636 -2.82075
H -3.41359 1.91436 -2.04441
H -3.83883 0.55100 -1.10234
H -1.27621 0.54613 -2.71096
H -1.66815 1.48826 0.23689
H -1.00886 2.51510 -1.01568
H 1.99226 1.66027 0.68205
H 0.57974 2.50497 1.34693
H 1.23607 2.89713 -0.17663
H -1.83065 -1.47153 -1.90451
H -2.31851 -0.79320 -0.50099
C 1.16848 -1.65318 2.29099
C 2.57183 -0.98531 2.06738
O 2.83579 -1.07096 0.67878
O 0.12961 -1.17510 1.53416
H 0.90863 -1.38943 3.31619
H 1.16405 -2.74048 2.21450
H 3.34518 -1.61306 2.51005
H 2.48636 -0.00425 2.53463
H 3.78612 -1.14046 0.56197
H -0.46711 -0.71877 2.13189
*
```

## Properties
<S²>: 2.008
Frontier orbital gap (alpha / beta) (eV): 2.98 / 5.89
Highest occupied orbital energy (alpha / beta) (eV): 0.144 / -5.698

Atom charges from the natural (NBO) analysis, given in e for atoms 1 to 8:
1 Ag 1.13
2 Cl -0.72
3 Cl -0.65
4 C -0.65
5 C -0.09
6 C -0.12
7 O -0.60
8 C -0.31

***

The records above give, respectively, calculated total energy values of -931.7658, -4709.3359, -367.5315, -52266.3811, -377.8395, -1586.5263 hartree.